ORCA calculation (ωB97M-V/def2-TZVPD) on a 2-piece molecular cluster, C6H9NO overall.

Last columns: bonded neighbours and bond lengths (Å).
Atoms and positions in Å:
1 C -3.27173 0.00767 0.49870  H8 1.113, H9 1.048, H10 1.120, O17 1.394
2 C 0.87085 -1.21492 -0.18198  C3 1.300, H11 1.125, N16 1.361
3 C 2.15815 -1.11221 -0.02917  C2 1.300, C4 1.379, H12 1.091
4 C 2.84190 0.07696 0.10847  C3 1.379, C5 1.359, H13 1.038
5 C 2.11831 1.21772 -0.03996  C4 1.359, C6 1.462, H14 1.078
6 C 0.69058 1.04318 -0.30354  C5 1.462, H15 1.106, N16 1.325
7 H -1.71577 -0.08963 -0.60044  O17 1.012
8 H -4.37327 0.03406 0.34003  C1 1.113
9 H -3.13211 -0.81473 1.13241  C1 1.048
10 H -3.02586 0.94731 1.05569  C1 1.120
11 H 0.38966 -2.19677 -0.44737  C2 1.125
12 H 2.66616 -2.07291 -0.12679  C3 1.091
13 H 3.85368 0.07905 0.34074  C4 1.038
14 H 2.41230 2.25418 -0.08390  C5 1.078
15 H 0.14906 1.98765 -0.49802  C6 1.106
16 N 0.07804 -0.12825 -0.38753  C2 1.361, C6 1.325
17 O -2.70994 -0.01836 -0.77733  C1 1.394, H7 1.012

Computed properties:
* HOMO-LUMO gap: 10.033 eV
* molecular weight: 111.144 g mol⁻¹
* HOMO energy: -0.347 hartree
* structure (SMILES): c1ccncc1.CO
* ΔE to the lowest compared entry with this formula, charge and spin: 31.41 kcal per mole

Atom charges from the Löwdin analysis, given in e for atoms 1 to 4: number 1, C, carries -0.22; number 2, C, carries -0.15; number 3, C, carries -0.12; number 4, C, carries -0.07